[1]
# C56H48N4O3P2Ti

C56H48N4O3P2Ti as an isolated structure in a non-equilibrium geometry (ωB97M-V/def2-TZVPD, OMol25).

```
114
Properties=species:S:1:pos:R:3:forces:R:3:lowdin_spin:R:1
Ti 0.113 0.687 -0.534 -1.6 -0.1 -0.7 0.70
P -1.975 -2.212 -1.075 0.2 0.0 0.0 0.01
P 1.330 -4.302 1.259 -0.1 -0.1 0.0 0.00
O -1.465 1.119 -1.532 -0.4 0.3 -0.6 0.05
O 0.241 -4.238 -1.359 0.2 0.3 -0.3 0.00
O 1.155 2.200 -0.785 0.8 1.0 0.2 0.00
N -0.722 3.547 1.061 0.3 0.0 0.2 0.00
N -1.405 0.422 0.978 0.4 0.1 0.2 0.20
N -1.464 3.880 2.121 0.0 0.0 -0.1 0.01
N 1.160 0.260 1.125 0.9 0.3 0.9 0.02
C 3.508 -3.499 2.834 0.0 0.0 0.0 0.00
C -2.542 -2.992 1.432 -0.1 0.1 0.0 0.00
C 4.498 -3.615 3.801 0.0 0.0 0.0 0.00
C -2.617 1.006 1.012 -0.2 -0.1 0.0 0.25
C -5.093 2.982 -0.971 -0.1 0.0 0.0 0.00
C 2.307 -0.413 -2.459 -0.2 0.2 -0.1 0.00
C -3.243 1.663 -0.060 -0.2 0.2 -0.1 0.03
C -3.098 -2.251 0.381 0.0 -0.1 0.0 0.00
C 2.853 -5.758 3.216 -0.1 0.0 -0.1 0.00
C -2.762 -1.698 -5.010 0.1 0.0 0.0 0.00
C 4.655 0.225 -2.393 0.0 0.0 0.0 0.00
C -1.098 4.373 0.106 0.0 0.0 -0.1 0.00
C -3.342 -4.636 -1.559 -0.1 0.0 -0.1 0.00
C -4.435 3.104 -2.193 0.1 0.0 0.0 0.13
C -2.324 -6.786 -1.799 -0.1 0.0 0.0 0.00
C 4.341 3.944 1.141 0.1 0.0 0.0 0.00
C -4.332 -1.644 0.585 0.0 0.0 0.0 0.00
C -2.324 4.887 1.859 0.0 0.0 0.0 0.00
C 2.711 3.942 -0.634 0.3 0.2 0.1 -0.01
C -1.072 -6.219 -1.669 -0.1 0.0 0.0 0.00
C 2.138 0.978 1.620 -0.4 -0.6 -0.2 0.14
C 3.844 -5.888 4.178 0.0 -0.1 0.1 0.00
C -2.267 -2.089 -3.781 0.0 0.0 0.0 0.00
C -0.956 -4.837 -1.510 -0.2 -0.1 0.3 0.00
C -2.110 5.248 0.550 0.0 0.0 0.1 0.00
C 2.708 2.142 1.013 0.4 0.4 0.0 0.02
C -3.190 2.481 -2.367 -0.2 0.1 0.1 0.02
C -4.426 -0.373 -3.914 0.0 0.0 0.0 0.00
C 4.062 -2.093 -2.383 0.0 0.0 0.0 0.00
C 5.044 -1.110 -2.359 0.1 0.0 0.0 0.00
C 2.664 -4.565 2.512 0.1 0.0 -0.1 0.00
C 3.342 -5.740 -0.244 0.1 -0.1 0.1 0.00
C 3.805 2.774 1.628 -0.1 -0.1 0.0 0.03
C 3.115 -6.150 -2.619 0.0 0.0 0.1 0.00
C -2.848 -1.642 -2.589 -0.2 -0.1 0.1 0.00
C 3.784 4.535 0.000 -0.2 -0.1 -0.1 0.04
C 2.723 -1.747 -2.439 0.2 -0.1 0.1 0.00
C -0.910 0.022 2.278 -0.1 -0.1 0.0 0.03
C -3.922 -0.763 -2.677 0.0 0.1 0.0 0.00
C 2.103 -5.072 -0.167 0.0 0.0 0.2 0.00
C -2.099 -4.027 -1.424 0.2 -0.2 -0.1 0.00
C -5.006 -1.789 1.795 0.1 0.0 0.0 0.01
C 4.673 -4.815 4.477 0.0 0.0 0.0 0.00
C -4.451 -2.533 2.821 0.0 0.0 0.0 0.00
C -3.854 -0.842 -5.083 -0.1 0.0 0.0 0.00
C -3.210 -3.133 2.635 0.0 0.0 0.0 0.00
C 2.169 2.743 -0.149 -0.6 -0.4 -0.2 0.04
C 1.421 -4.990 -1.389 -0.2 0.2 0.0 0.00
C -3.470 -5.998 -1.760 0.0 -0.1 0.0 0.00
C 0.449 -0.619 2.053 0.1 -0.2 0.0 0.01
C 0.880 -0.061 -2.453 0.0 -0.4 0.1 0.01
C -2.605 1.759 -1.340 0.3 -0.2 0.1 0.06
C 3.828 -6.266 -1.426 0.0 0.0 -0.1 0.00
C 1.891 -5.486 -2.584 0.0 0.1 0.0 0.00
C 3.313 0.567 -2.442 0.1 -0.1 -0.1 0.00
C -4.513 2.280 0.071 0.1 -0.1 0.1 0.11
H -4.235 -4.019 -1.498 0.0 0.0 0.0 0.00
H 0.320 -1.599 1.593 0.1 -0.1 -0.1 0.00
H 0.246 -0.891 -2.783 0.1 0.0 0.0 0.00
H 4.791 -6.765 -1.421 0.0 0.0 0.0 0.00
H -4.974 -2.638 3.765 0.0 0.0 0.0 0.00
H -1.569 -3.460 1.308 0.0 0.0 0.0 0.00
H 1.019 -0.753 2.982 -0.1 0.0 0.0 0.00
H -5.250 0.327 -3.945 0.0 0.0 0.0 0.00
H 6.092 -1.378 -2.300 0.0 0.0 0.0 0.00
H 3.378 -2.564 2.300 0.0 0.0 0.0 0.00
H -1.412 -2.755 -3.741 0.0 0.0 0.0 0.00
H -4.355 -0.316 -1.799 0.0 0.0 0.1 0.00
H -4.796 -1.043 -0.178 0.0 0.0 -0.1 0.00
H -0.802 0.897 2.948 0.0 0.0 0.0 0.01
H 4.331 -3.142 -2.343 0.0 -0.1 0.0 0.00
H -4.240 -0.526 -6.044 0.0 0.0 0.0 0.00
H -3.015 5.246 2.602 0.0 0.0 0.0 0.00
H -0.177 -6.828 -1.663 0.0 0.0 0.0 0.00
H -4.450 -6.442 -1.871 0.0 0.0 0.0 0.00
H -5.025 2.207 1.027 0.0 0.0 0.0 0.01
H -6.064 3.446 -0.828 0.0 0.0 0.0 0.00
H 5.139 -2.769 4.017 0.0 0.0 0.0 0.00
H 4.192 5.461 -0.390 0.0 0.0 0.0 0.00
H 3.963 -6.830 4.704 0.0 0.0 0.0 0.00
H -2.285 -2.057 -5.914 0.0 0.0 0.0 0.00
H 5.189 4.400 1.637 0.0 0.0 0.0 0.00
H -1.393 3.315 2.949 0.0 0.0 0.0 0.00
H 1.301 -5.330 -3.481 0.0 0.0 0.0 0.00
H 1.973 -2.524 -2.443 -0.1 -0.1 0.0 0.00
H 0.641 0.821 -3.056 0.1 0.0 0.0 0.00
H 3.029 1.612 -2.455 0.0 0.0 0.0 0.00
H -4.885 3.656 -3.009 0.0 0.0 0.0 0.01
H 2.542 0.675 2.590 0.0 0.1 0.0 0.01
H 3.503 -6.544 -3.548 0.0 0.0 0.0 0.00
H -2.665 2.527 -3.313 0.0 0.0 0.0 0.00
H -2.405 -7.859 -1.919 0.0 0.0 0.0 0.00
H -2.754 -3.714 3.428 0.0 0.0 0.0 0.00
H 2.202 -6.595 2.991 0.0 0.0 0.0 0.00
H -2.633 5.999 -0.014 0.0 0.0 0.0 0.00
H -5.965 -1.303 1.927 0.0 0.0 0.0 0.00
H 5.448 -4.914 5.228 0.0 0.0 0.0 0.00
H 5.402 1.013 -2.374 0.0 0.0 0.0 0.00
H 2.264 4.373 -1.520 0.0 0.0 0.0 0.00
H 4.230 2.313 2.514 0.0 0.0 0.0 0.00
H -3.159 0.992 1.964 0.0 0.0 -0.1 0.02
H 3.936 -5.847 0.657 0.0 0.0 0.0 0.00
H -1.584 -0.691 2.777 0.0 0.0 0.0 0.00
H -0.650 4.280 -0.870 0.0 0.0 0.0 0.00
```
Forces are in eV/Å.

2S+1 = 3
LUMO energy (alpha / beta) = 4.20 / 4.16 eV
charge = -2

***

[2]
# C10H16Cl2CrN2

C10H16Cl2CrN2 as an isolated structure in a non-equilibrium geometry (ωB97M-V/def2-TZVPD, OMol25).

```
31
Properties=species:S:1:pos:R:3:forces:R:3:nbo_charge:R:1
Cr -1.181 0.243 0.801 0.8 0.5 0.2 0.63
Cl -0.771 0.110 3.033 0.1 0.1 1.5 -0.61
Cl -1.047 0.549 -1.487 -0.2 0.4 -1.6 -0.64
N -0.019 2.007 0.785 1.4 1.4 -0.3 -0.29
N -0.337 3.006 -0.085 0.9 0.0 0.9 -0.30
C -0.108 -2.980 -1.478 -0.1 -0.7 0.4 -0.39
C 0.554 4.012 -0.028 0.1 -0.7 0.6 -0.04
C 1.497 3.650 0.929 -0.2 0.3 -0.4 -0.36
C 1.014 -2.022 -1.826 0.4 0.6 0.1 -0.40
C 1.119 2.388 1.409 -1.4 0.2 -1.0 -0.02
C -2.826 0.992 0.908 -4.4 0.2 0.3 -0.75
C 1.754 -1.425 -0.554 0.6 -0.8 -1.7 -0.45
C -1.009 -2.378 -0.390 0.2 0.6 -0.8 -0.48
C -0.201 -1.856 0.785 -3.0 -2.3 1.0 -0.29
C 1.056 -1.505 0.740 0.8 1.2 -0.2 -0.17
H 0.448 4.881 -0.652 0.1 0.1 0.0 0.21
H 2.334 4.232 1.234 0.4 0.3 0.1 0.21
H -0.730 -3.202 -2.328 -0.3 0.2 -0.7 0.20
H 2.034 -0.400 -0.777 0.0 0.3 0.0 0.22
H 2.693 -1.979 -0.500 0.3 0.1 0.3 0.19
H -1.902 -2.952 -0.098 0.6 -0.3 0.1 0.22
H 0.629 -1.215 -2.468 0.1 -0.2 0.5 0.23
H 1.561 -1.136 1.635 -0.1 -0.2 -0.2 0.22
H 1.592 1.754 2.152 -0.4 0.1 -0.2 0.23
H -1.447 -1.502 -0.928 0.1 -0.8 0.6 0.27
H 0.316 -3.972 -1.277 0.0 0.1 0.7 0.18
H -1.075 2.892 -0.780 0.2 -0.5 0.6 0.45
H -0.734 -1.911 1.759 0.6 0.0 -0.7 0.26
H -3.596 1.025 0.007 1.4 0.2 1.6 0.14
H 1.766 -2.544 -2.433 -0.1 0.0 0.1 0.18
H -3.384 1.239 1.914 1.0 -0.2 -1.8 0.15
```
Forces are in eV/Å.

2S+1 = 4
LUMO energy (alpha / beta) = 3.25 / 3.25 eV
charge = -1

***

[3]
# C27H35IrN4O3

C27H35IrN4O3 as an isolated structure in a non-equilibrium geometry (ωB97M-V/def2-TZVPD, OMol25).

```
70
Properties=species:S:1:pos:R:3:forces:R:3:nbo_charge:R:1
Ir -0.204 -0.206 -0.174 0.2 -0.8 0.8 1.22
O -1.126 -0.034 1.554 0.0 0.1 1.2 -0.69
O 0.568 0.279 -2.049 0.8 -0.7 -0.8 -0.68
O 2.048 -0.197 -4.495 0.1 0.4 0.4 -0.40
N -4.091 3.107 -1.882 0.1 0.1 -0.1 -0.67
N 0.731 1.298 0.578 0.6 1.7 0.1 -0.23
N -1.923 0.662 -1.050 0.1 0.3 -0.2 -0.74
N 0.500 1.565 1.914 -0.7 -0.6 0.2 -0.38
C 2.388 -1.686 -0.229 -0.3 -0.2 0.3 0.12
C -0.322 -2.638 -0.154 -0.5 -0.2 0.0 -0.14
C 0.280 -2.119 1.025 -0.4 -0.8 -0.5 -0.18
C 0.449 -2.603 -1.313 0.6 -0.3 -0.6 -0.03
C 3.522 2.316 -1.541 -0.8 -0.4 0.4 -0.08
C -0.554 1.637 6.006 -0.1 0.0 0.0 -0.20
C -1.883 -0.045 4.222 0.0 0.0 0.0 -0.18
C 4.186 2.083 -2.756 0.1 -0.3 -0.8 -0.12
C 0.723 -0.729 -4.649 -0.1 -0.2 -0.2 -0.25
C 3.662 1.237 -3.707 0.6 0.3 0.2 -0.25
C -0.858 0.795 3.775 0.1 0.1 0.2 -0.13
C 2.436 0.592 -3.515 -0.3 -0.1 -0.1 0.42
C -1.645 -3.381 -0.178 0.1 -0.1 0.2 -0.23
C -4.016 2.107 -0.740 -0.1 0.1 -0.1 -0.24
C -1.577 0.802 6.445 0.0 0.0 0.0 -0.13
C 2.324 1.675 -1.264 0.4 -0.1 -0.5 -0.20
C 1.742 1.904 0.039 -0.4 -0.1 0.6 0.11
C -2.735 -2.774 0.705 -0.1 0.0 0.0 -0.61
C 1.541 -1.542 0.950 0.4 0.6 -0.8 -0.26
C 1.812 -2.238 -1.350 -0.1 0.1 0.2 -0.29
C -2.615 1.726 -0.277 0.0 0.1 0.0 -0.27
C -0.192 1.637 4.673 0.0 0.0 0.0 -0.15
C -2.243 -0.036 5.556 0.1 0.1 0.1 -0.20
C 1.728 0.799 -2.260 -0.6 0.6 0.8 0.38
C 3.817 -1.256 -0.166 -0.1 0.0 0.0 -0.67
C -0.457 0.779 2.380 0.0 0.4 -1.0 0.56
C -1.378 -4.837 0.228 0.0 -0.1 0.0 -0.60
H -3.704 -3.189 0.429 0.0 0.0 0.0 0.25
H -3.035 -0.679 5.913 0.0 0.0 0.0 0.24
H -5.066 3.383 -2.045 0.0 0.0 0.0 0.47
H -0.007 0.077 -4.686 0.0 0.0 0.0 0.19
H 2.367 -2.332 -2.276 0.1 -0.1 0.1 0.25
H 5.124 2.577 -2.967 0.0 0.0 0.1 0.27
H 4.431 -2.093 0.179 0.0 0.0 0.0 0.28
H -1.853 0.801 7.491 0.0 0.0 0.0 0.24
H -0.045 2.283 6.707 0.0 0.0 0.0 0.24
H 2.230 2.589 0.728 0.1 0.0 -0.2 0.25
H -2.580 -3.010 1.759 0.1 0.0 0.0 0.23
H 3.946 2.985 -0.803 0.0 0.0 -0.1 0.25
H 0.749 -1.244 -5.604 0.0 0.0 0.0 0.24
H -0.274 -2.159 1.952 0.1 0.1 0.1 0.28
H -3.575 3.968 -1.674 0.0 0.0 0.0 0.45
H -2.795 -1.683 0.635 0.0 0.0 -0.1 0.18
H -2.730 1.355 0.740 0.0 -0.1 0.0 0.28
H 1.964 -1.100 1.845 0.0 0.0 0.0 0.27
H -1.612 0.979 -1.969 -0.1 0.0 0.0 0.41
H -0.649 -5.313 -0.428 0.0 0.0 0.0 0.22
H -1.950 2.590 -0.212 0.0 0.0 0.0 0.23
H -2.388 -0.705 3.529 0.0 0.0 0.0 0.22
H -3.742 2.746 -2.772 0.0 0.0 0.0 0.44
H -2.296 -5.423 0.185 0.0 0.0 0.0 0.25
H -4.603 1.246 -1.061 0.0 0.0 0.1 0.24
H 3.966 -0.438 0.539 0.0 0.0 0.0 0.24
H -1.985 -3.380 -1.218 0.0 0.0 0.0 0.21
H -4.545 2.586 0.082 0.0 0.0 0.0 0.27
H -2.548 -0.131 -1.196 0.0 0.1 0.0 0.41
H -1.004 -4.886 1.252 0.0 0.0 0.0 0.22
H 0.599 2.286 4.324 0.0 0.0 0.0 0.24
H 4.188 1.064 -4.637 -0.1 0.0 0.0 0.27
H 0.492 -1.426 -3.850 0.0 0.0 0.0 0.19
H 4.188 -0.962 -1.148 0.0 0.0 0.0 0.23
H 0.013 -2.988 -2.228 -0.1 0.0 0.0 0.23
```
Forces are in eV/Å.

2S+1 = 2
LUMO energy (alpha / beta) = -9.27 / -10.90 eV
charge = +3

***

[4]
# C4H8N2O

A 2-piece molecular cluster, C4H8N2O overall in a non-equilibrium geometry (ωB97M-V/def2-TZVPD, OMol25).

```
15
Properties=species:S:1:pos:R:3:forces:R:3:nbo_charge:R:1
O 2.266 0.354 0.765 0.1 0.2 0.0 -0.62
N -0.540 2.224 0.243 0.1 -1.2 0.1 -0.52
N -2.554 -0.534 0.075 -0.2 -0.2 0.1 -0.84
C 0.896 -0.723 -0.802 -0.3 0.2 0.2 -0.53
C -0.903 1.118 0.424 0.3 0.6 -0.1 0.27
C -1.206 -0.248 0.535 0.0 0.2 0.3 -0.44
C 1.574 0.431 -0.359 -0.2 0.0 -0.1 0.23
H 0.196 -0.644 -1.620 0.1 0.1 0.1 0.29
H 2.013 -0.539 -1.381 0.0 0.1 0.0 0.26
H -0.896 -0.673 1.500 -0.1 0.1 -0.1 0.18
H -3.224 -0.237 0.780 -0.1 -0.1 -0.2 0.34
H 0.992 -1.646 -0.241 0.0 0.2 -0.1 0.27
H -2.702 -1.526 -0.069 0.1 0.1 0.0 0.35
H 1.388 1.399 -0.819 0.2 -0.1 -0.2 0.26
H 2.688 1.206 0.946 0.0 -0.1 0.0 0.51
```
Forces are in eV/Å.

LUMO energy (alpha / beta) = 0.25 / 0.25 eV

***

Number 2 is which compound? C10H16Cl2CrN2